{
  "formula": "C6H14AlO2",
  "method": "ωB97M-V with the def2-TZVPD basis set",
  "species": ["Al", "C", "C", "C", "O", "H", "H", "H", "H", "H", "H", "H", "C", "C", "C", "O", "H", "H", "H", "H", "H", "H", "H"],
  "xyz": [[-0.90, -0.20, 1.19], [-1.08, -1.03, -2.37], [-2.32, -0.59, -1.61], [-3.38, -1.66, -1.82], [-2.06, -0.44, -0.24], [-1.20, -0.91, -3.44], [-0.84, -2.09, -2.26], [-0.18, -0.51, -2.05], [-2.79, 0.31, -1.98], [-4.22, -1.49, -1.15], [-2.94, -2.58, -1.45], [-3.74, -1.69, -2.85], [2.51, 1.55, 2.99], [1.70, 1.28, 1.74], [2.63, 0.60, 0.74], [0.51, 0.65, 1.99], [1.81, 1.89, 3.75], [3.28, 2.32, 2.91], [3.10, 0.67, 3.25], [1.52, 2.30, 1.40], [3.40, 1.33, 0.48], [2.13, 0.64, -0.23], [3.06, -0.35, 1.04]],
  "orbital_gap_ev": 6.652,
  "e_lumo_ev": -7.72,
  "de_lowest_kj_mol": 0.0,
  "e_tot_ev": -17133.25312,
  "total_charge": 1,
  "homo_ev": -14.371
}